# 1
Molecular formula: C2H3Cl2N
Method: DFT, ωB97M-V/def2-TZVPD

CARTESIAN COORDINATES (ANGSTROEM)
C 0.799 -0.252 0.045
C -0.832 1.530 1.772
N -0.273 -0.347 -0.629
Cl -0.990 1.875 3.379
Cl -0.543 2.933 0.790
H 1.771 -0.565 -0.251
H 0.946 -0.019 1.138
H -1.075 -0.013 -0.073

Computed properties:
HOMO level: -9.8 eV
Lowest unoccupied orbital energy: -1.26 eV

# 2
Molecular formula: C2H3Cl2N
Method: DFT, ωB97M-V/def2-TZVPD

CARTESIAN COORDINATES (ANGSTROEM)
C 0.584 0.336 -0.225
C 0.141 -0.734 0.789
N -0.986 -1.317 0.732
Cl 2.152 -0.142 -1.018
Cl 0.170 2.114 0.525
H -0.231 0.424 -1.024
H 0.863 -1.406 1.290
H -1.628 -0.827 0.195

Computed properties:
HOMO level (spin up / spin down): -6.7 / -10.8 eV
2S+1: 3
<S²>: 2.01
Lowest unoccupied orbital energy (spin up / spin down): 0.17 / -3.66 eV